Computed, not measured: a cluster of 8 separate species, C43H90F9N5O9S3 in total at a distorted geometry, with ωB97M-V with the def2-TZVPD basis set.

Calculated values
energy = -128861.398 eV
orbital gap (alpha / beta) = 0.293 / 0.149 hartree
2S+1 = 2
HOMO level (alpha / beta) = -13.63 / -13.63 eV
total charge = +3
LUMO energy (alpha / beta) = -5.6 / -9.6 eV
⟨S²⟩ = 0.77

Atoms and positions in Å:
C 1.264 4.101 -5.900
C 2.300 3.840 -4.782
C 1.772 3.977 -3.383
N 2.844 3.710 -2.290
C 3.444 2.309 -2.214
C 3.918 4.798 -2.378
C 4.459 4.979 -0.960
C 3.054 5.147 -0.352
C 2.164 4.057 -0.948
H 1.725 4.226 -6.880
H 0.633 4.986 -5.818
H 0.528 3.297 -5.880
H 3.127 4.522 -4.978
H 2.663 2.821 -4.912
H 0.989 3.292 -3.057
H 1.400 4.992 -3.242
H 3.422 1.857 -3.206
H 2.917 1.627 -1.547
H 4.485 2.421 -1.909
H 4.739 4.510 -3.034
H 3.486 5.663 -2.881
H 5.003 4.129 -0.548
H 5.137 5.829 -0.884
H 3.309 5.043 0.703
H 2.501 6.058 -0.577
H 1.951 3.152 -0.378
H 1.172 4.457 -1.153
C -5.379 -1.124 -1.810
C -5.468 0.304 -1.114
C -4.448 0.535 0.023
N -4.217 2.069 0.402
C -5.432 2.790 1.050
C -3.750 3.006 -0.773
C -2.463 3.731 -0.239
C -2.498 3.548 1.284
C -3.120 2.128 1.427
H -5.863 -1.025 -2.781
H -6.035 -1.667 -1.130
H -4.447 -1.688 -1.849
H -6.472 0.686 -0.927
H -5.141 0.995 -1.891
H -3.446 0.248 -0.295
H -4.574 0.185 1.048
H -5.730 2.008 1.749
H -6.274 2.854 0.361
H -5.263 3.792 1.445
H -4.446 3.748 -1.165
H -3.539 2.390 -1.647
H -2.338 4.780 -0.510
H -1.616 3.163 -0.623
H -3.099 4.371 1.671
H -1.563 3.792 1.788
H -3.472 1.973 2.448
H -2.392 1.325 1.312
C -4.733 4.511 -6.206
C -4.407 3.199 -5.498
C -2.990 2.549 -5.872
N -2.782 0.986 -5.440
C -3.726 0.199 -6.372
C -3.139 0.706 -3.968
C -1.821 0.912 -3.228
C -0.798 0.336 -4.190
C -1.396 0.526 -5.638
H -4.774 4.352 -7.284
H -3.955 5.255 -6.034
H -5.673 4.985 -5.921
H -5.165 2.472 -5.790
H -4.640 3.366 -4.447
H -2.270 3.028 -5.208
H -2.692 2.648 -6.916
H -3.838 0.788 -7.282
H -4.711 0.038 -5.934
H -3.352 -0.824 -6.408
H -3.567 -0.291 -3.869
H -3.957 1.254 -3.500
H -1.937 0.332 -2.312
H -1.669 1.966 -2.997
H -0.796 -0.731 -3.967
H 0.150 0.873 -4.145
H -1.338 -0.379 -6.244
H -0.823 1.235 -6.236
C 4.003 -6.073 -1.890
C 2.469 -6.003 -1.684
C 2.170 -5.104 -0.439
N 0.653 -4.554 -0.378
C 0.334 -3.573 -1.534
C -0.286 -5.726 -0.423
C -1.578 -5.069 0.089
C -1.245 -4.059 1.170
C 0.302 -3.868 0.976
H 4.563 -5.139 -1.837
H 4.161 -6.704 -2.764
H 4.408 -6.610 -1.032
H 1.983 -6.966 -1.528
H 2.062 -5.725 -2.656
H 2.726 -4.170 -0.523
H 2.207 -5.657 0.499
H 0.428 -4.087 -2.491
H 1.057 -2.776 -1.358
H -0.660 -3.171 -1.341
H -0.395 -6.062 -1.455
H 0.158 -6.350 0.353
H -2.123 -4.743 -0.798
H -2.238 -5.835 0.495
H -1.703 -3.078 1.046
H -1.404 -4.382 2.199
H 0.751 -2.881 1.089
H 0.753 -4.518 1.725
C 3.656 -0.803 4.394
C 2.580 -1.589 5.046
C 3.069 -2.620 6.085
N 1.999 -3.585 6.694
C 1.055 -2.698 7.616
C 2.635 -4.789 7.416
C 1.509 -5.830 7.379
C 0.987 -5.666 5.945
C 1.197 -4.209 5.532
H 4.450 -0.462 5.057
H 3.277 0.000 3.761
H 4.084 -1.392 3.583
H 1.891 -2.045 4.334
H 1.990 -0.817 5.541
H 3.296 -2.030 6.972
H 3.945 -3.096 5.643
H 0.601 -1.862 7.084
H 1.504 -2.468 8.582
H 0.271 -3.437 7.784
H 3.050 -4.427 8.357
H 3.500 -5.164 6.869
H 0.737 -5.800 8.148
H 1.909 -6.844 7.402
H -0.051 -5.982 5.838
H 1.607 -6.315 5.327
H 0.328 -3.569 5.378
H 1.801 -4.249 4.625
C -2.209 -1.429 3.909
F -1.748 -0.766 2.807
F -3.461 -2.008 3.621
F -1.361 -2.409 4.157
S -2.252 -0.143 5.449
O -0.842 0.136 5.751
O -3.004 0.962 4.855
O -2.869 -0.977 6.455
C 5.203 2.844 2.914
F 4.962 2.101 3.978
F 4.769 2.171 1.817
F 4.506 3.979 3.149
S 7.089 3.124 2.870
O 7.677 1.867 2.271
O 7.345 4.267 2.050
O 7.562 3.392 4.262
C 1.125 0.807 1.292
F 0.996 -0.383 1.959
F 0.334 1.809 1.718
F 2.399 1.345 1.254
S 0.614 0.344 -0.539
O -0.656 -0.471 -0.558
O 0.528 1.535 -1.343
O 1.735 -0.478 -0.960